[1]
The following is a DFT calculation (the ωB97M-V functional and the def2-TZVPD basis) of the molecule C2H7N3S at a distorted geometry.

XYZ file:
```
13
Properties=species:S:1:pos:R:3:forces:R:3:lowdin_charge:R:1
H 1.180 -0.989 1.132 1.240 2.019 -0.330 0.042
N 1.615 -0.124 0.699 -0.745 -1.202 -1.135 0.107
C 0.866 0.222 -0.282 -2.175 -0.178 -0.286 -0.596
N 1.101 1.169 -1.224 6.246 0.663 1.363 0.079
N -0.540 -0.271 -0.557 -0.295 0.150 4.824 -0.395
C -0.802 -1.090 0.770 -3.939 -0.252 -2.130 -0.171
S -1.750 1.069 -0.692 0.410 -0.331 0.858 0.680
H 0.655 1.214 -2.051 -3.212 -0.242 -2.688 0.015
H 2.092 1.131 -1.596 -1.040 0.360 1.527 0.135
H -0.691 -0.635 1.740 0.024 1.066 -0.013 0.069
H -0.084 -1.822 0.700 1.151 -2.183 -0.101 0.021
H -1.833 -1.638 0.798 1.746 1.260 -0.588 0.113
H -1.810 1.764 0.563 0.592 -1.130 -1.303 -0.099
```
Positions in Å, forces in eV/Å.

Summary:
spin multiplicity = 1
orbital gap = 0.3585 Ha
ΔE to the lowest compared entry with this formula, charge and spin = 2.195 eV


[2]
The following is a DFT calculation (the ωB97M-V functional and the def2-TZVPD basis) of the molecule C5H8FN at a distorted geometry.

XYZ file:
```
15
Properties=species:S:1:pos:R:3:forces:R:3:lowdin_charge:R:1
C -1.121 -0.877 -0.659 0.253 1.201 1.853 -0.041
C -0.310 0.346 -0.289 1.050 1.527 2.248 -0.355
C -0.514 0.695 1.202 -0.751 -1.394 0.065 -0.058
C 1.189 0.439 -0.575 0.206 -2.100 -1.268 -0.312
F 1.764 1.512 0.074 -0.330 0.114 -0.793 0.026
C 1.887 -0.760 -0.081 -0.919 1.692 -0.340 -0.174
N 2.430 -1.637 0.379 1.069 -1.925 0.779 0.179
H -1.139 -0.927 -1.655 0.502 -0.882 -4.269 0.036
H -2.157 -0.663 -0.513 -0.787 0.236 0.870 0.083
H -0.892 -1.823 -0.221 0.531 -0.419 0.474 0.092
H -0.660 1.235 -0.755 -0.853 0.505 -1.080 0.128
H 0.047 0.061 1.857 0.646 -0.643 0.267 0.075
H -0.371 1.683 1.605 -0.051 0.563 -0.621 0.079
H -1.526 0.338 1.325 -0.564 0.535 0.727 0.070
H 1.373 0.379 -1.693 -0.003 0.990 1.087 0.171
```
Positions in Å, forces in eV/Å.

Summary:
spin multiplicity = 1
orbital gap = 0.4605 Ha
ΔE to the lowest compared entry with this formula, charge and spin = 0.777 eV


Number 1: HOMO level -9.15 eV, molecular weight 105.2 u. Number 2: HOMO level -11.65 eV, molecular weight 101.1 u.